(1)
{"formula": "C19H20Cl4GeMnN2OS", "method": "the ωB97M-V functional and the def2-TZVPD basis", "elements": ["Mn", "C", "S", "O", "C", "C", "C", "C", "C", "C", "H", "H", "H", "H", "H", "H", "H", "H", "Cl", "Ge", "Cl", "Cl", "Cl", "C", "C", "C", "C", "C", "C", "C", "H", "H", "H", "H", "H", "H", "N", "C", "C", "C", "N", "C", "C", "H", "H", "H", "H", "H", "H"], "xyz": [[0.730, 1.074, 0.652], [-3.498, 1.449, 1.318], [-2.422, 0.079, 0.905], [-1.205, 0.777, 0.260], [-3.286, -0.658, -0.453], [-3.673, -1.984, -0.312], [-4.360, -2.597, -1.350], [-4.638, -1.885, -2.507], [-4.235, -0.559, -2.640], [-3.557, 0.065, -1.609], [-3.626, 2.083, 0.444], [-3.027, 1.999, 2.132], [-4.454, 1.041, 1.645], [-3.458, -2.525, 0.601], [-4.679, -3.625, -1.253], [-5.176, -2.363, -3.315], [-4.463, -0.013, -3.545], [-3.240, 1.096, -1.702], [0.915, 1.541, 2.975], [1.095, 3.708, 1.241], [0.417, 5.307, 2.472], [3.261, 3.882, 1.365], [2.022, -1.929, 6.621], [1.913, -1.782, 4.954], [3.052, -1.365, 4.228], [2.958, -1.235, 2.882], [1.721, -1.530, 2.198], [1.638, -1.390, 0.851], [0.581, -1.947, 2.979], [0.678, -2.077, 4.324], [3.967, -1.150, 4.763], [3.810, -0.906, 2.300], [0.731, -1.643, 0.308], [2.510, -1.122, 0.265], [-0.351, -2.158, 2.469], [-0.156, -2.392, 4.934], [3.181, 1.244, -5.089], [2.690, 1.164, -3.849], [3.458, 1.532, -2.725], [2.911, 1.444, -1.475], [1.654, 1.011, -1.236], [0.914, 0.658, -2.313], [1.375, 0.713, -3.597], [4.114, 1.577, -5.259], [2.627, 0.989, -5.888], [4.469, 1.897, -2.839], [3.486, 1.754, -0.610], [-0.100, 0.331, -2.111], [0.727, 0.420, -4.411]], "lowdin_spin": [4.594, 0.003, 0.014, 0.075, 0.002, 0.001, 0.000, 0.000, 0.000, 0.000, 0.000, 0.000, 0.000, 0.000, 0.000, 0.000, 0.000, 0.000, 0.058, 0.046, 0.024, 0.012, 0.034, 0.047, 0.008, 0.009, 0.042, -0.048, 0.010, 0.009, 0.000, 0.000, 0.001, 0.001, 0.000, 0.000, 0.007, 0.005, 0.002, 0.011, 0.020, 0.008, 0.001, 0.000, 0.000, 0.000, 0.002, 0.001, 0.000], "charge": 2, "multiplicity": 6, "homo_lumo_gap_ha": [0.191, 0.198]}


(2)
{"formula": "C19H20Cl5IrO4P", "method": "the ωB97M-V functional and the def2-TZVPD basis", "elements": ["Ir", "Cl", "C", "C", "Cl", "C", "Cl", "C", "O", "C", "Cl", "C", "Cl", "O", "C", "C", "C", "C", "C", "C", "C", "O", "O", "H", "H", "H", "H", "H", "C", "C", "P", "C", "C", "C", "C", "H", "H", "H", "H", "H", "H", "H", "H", "H", "H", "H", "H", "H", "H", "H"], "xyz": [[-0.262, 0.305, -1.211], [2.857, -4.213, -5.715], [2.452, -2.942, -4.619], [1.301, -3.007, -3.880], [0.236, -4.352, -4.015], [0.987, -1.954, -3.005], [-0.526, -2.095, -2.078], [1.786, -0.847, -2.848], [1.567, 0.160, -1.949], [2.959, -0.804, -3.590], [4.004, 0.550, -3.385], [3.288, -1.837, -4.472], [4.736, -1.750, -5.382], [-3.215, 4.404, 0.358], [-3.247, 3.076, 0.370], [-4.093, 2.428, 1.279], [-4.168, 1.047, 1.326], [-3.402, 0.261, 0.475], [-2.549, 0.897, -0.418], [-2.453, 2.288, -0.470], [-1.481, 2.911, -1.397], [-1.527, 4.070, -1.703], [-0.523, 2.093, -1.900], [-2.660, 4.704, -0.392], [-4.697, 3.041, 1.935], [-4.853, 0.578, 2.018], [-3.531, -0.811, 0.449], [-2.194, 0.289, -1.293], [-0.883, 1.536, 2.585], [0.499, 1.086, 2.147], [0.596, -0.240, 0.918], [-0.270, -1.688, 1.588], [0.206, -2.148, 2.968], [2.369, -0.605, 0.748], [3.221, -0.452, 2.012], [-0.793, 2.248, 3.403], [-1.480, 0.696, 2.940], [-1.415, 2.022, 1.780], [1.055, 0.705, 3.009], [1.089, 1.913, 1.741], [-0.159, -2.488, 0.851], [-1.328, -1.427, 1.607], [1.223, -2.530, 2.936], [-0.437, -2.956, 3.311], [0.158, -1.349, 3.705], [2.744, 0.047, -0.041], [2.429, -1.622, 0.347], [3.259, 0.582, 2.348], [4.239, -0.751, 1.768], [2.884, -1.069, 2.841]], "lowdin_charge": [1.090, 0.717, -0.703, -0.697, 0.724, -0.521, 0.734, -0.425, -0.338, -0.599, 0.764, -0.677, 0.737, 0.124, -0.264, 0.037, -0.044, -0.076, -0.163, -0.108, -0.495, 0.155, -0.182, 0.108, 0.136, 0.122, 0.115, 0.065, -0.107, -0.350, 0.895, -0.372, -0.109, -0.349, -0.116, 0.095, 0.077, 0.044, 0.084, 0.108, 0.068, 0.065, 0.070, 0.086, 0.075, 0.075, 0.101, 0.075, 0.088, 0.063], "charge": 1, "multiplicity": 1, "homo_lumo_gap_ha": 0.238}


(3)
{"formula": "C19H20CuIN4O2S", "method": "the ωB97M-V functional and the def2-TZVPD basis", "elements": ["Cu", "O", "N", "C", "C", "C", "C", "C", "S", "H", "H", "H", "H", "C", "C", "C", "C", "C", "N", "C", "O", "N", "C", "C", "C", "C", "N", "C", "C", "C", "H", "H", "H", "H", "H", "H", "H", "H", "H", "H", "H", "H", "H", "I", "C", "H", "H", "H"], "xyz": [[-0.703, 2.155, -0.958], [-2.190, 3.358, -0.958], [-3.467, 3.134, -0.496], [-4.329, 4.131, -0.140], [-5.645, 3.753, 0.330], [-5.967, 2.446, 0.397], [-4.996, 1.429, -0.001], [-3.766, 1.790, -0.439], [-2.468, 0.751, -0.958], [-3.974, 5.145, -0.231], [-6.332, 4.535, 0.613], [-6.934, 2.112, 0.740], [-5.266, 0.385, 0.058], [-0.503, -6.557, 1.558], [0.278, -5.325, 1.211], [1.357, -4.916, 2.000], [2.072, -3.755, 1.685], [1.721, -2.984, 0.576], [2.394, -1.806, 0.191], [3.580, -1.328, 0.678], [4.343, -1.925, 1.434], [3.986, -0.109, 0.205], [3.285, 0.953, -0.392], [4.034, 1.955, -1.011], [3.392, 3.034, -1.617], [2.010, 3.086, -1.571], [1.250, 2.155, -0.958], [1.904, 1.123, -0.367], [0.623, -3.379, -0.198], [-0.094, -4.537, 0.118], [0.081, -7.231, 2.194], [-0.769, -7.112, 0.653], [-1.419, -6.282, 2.091], [1.657, -5.498, 2.868], [2.901, -3.478, 2.330], [2.087, -1.390, -0.675], [4.968, 0.046, 0.402], [5.119, 1.900, -1.047], [3.958, 3.814, -2.115], [1.463, 3.903, -2.032], [1.245, 0.451, 0.174], [0.308, -2.793, -1.057], [-0.945, -4.822, -0.498], [0.543, 6.004, -0.958], [-0.069, 4.107, -0.958], [-0.265, 3.497, -0.052], [-0.266, 3.497, -1.863], [-0.191, 0.581, -0.958]], "lowdin_charge": [-0.158, -0.325, -0.150, -0.003, -0.135, -0.133, -0.115, -0.685, 0.571, 0.115, 0.073, 0.075, 0.080, -0.082, -0.314, -0.060, -0.021, -0.214, 0.147, -0.531, 0.012, 0.115, -0.240, -0.055, -0.081, -0.223, -0.075, -0.121, -0.016, -0.052, 0.065, 0.070, 0.076, 0.099, 0.095, 0.122, 0.139, 0.092, 0.082, -0.007, 0.045, 0.096, 0.106, 0.561, -0.967, -0.006, -0.005, -0.061], "charge": -2, "multiplicity": 1, "homo_lumo_gap_ha": 0.093}


(4)
{"formula": "C19H20FInNO11", "method": "the ωB97M-V functional and the def2-TZVPD basis", "elements": ["C", "C", "O", "C", "O", "C", "C", "C", "In", "F", "N", "C", "O", "H", "H", "H", "H", "H", "H", "H", "H", "H", "H", "H", "H", "C", "C", "C", "O", "C", "C", "C", "O", "O", "O", "H", "H", "H", "H", "C", "C", "C", "O", "C", "C", "C", "O", "O", "O", "H", "H", "H", "H"], "xyz": [[0.491, -1.742, -2.053], [0.647, -1.022, -0.714], [-0.097, 0.210, -0.690], [0.274, 1.330, -1.329], [1.251, 1.956, -1.009], [-0.685, 1.733, -2.418], [-2.101, 1.141, -2.314], [-2.727, 1.061, -0.902], [-3.286, -0.989, -0.399], [-1.626, -2.162, -0.298], [-4.212, -1.804, -2.195], [-4.169, -2.997, -2.289], [-4.124, -4.176, -2.386], [1.461, -1.952, -2.525], [-0.127, -1.161, -2.746], [-0.019, -2.696, -1.890], [1.696, -0.824, -0.453], [0.171, -1.601, 0.084], [-0.658, 2.829, -2.498], [-0.225, 1.338, -3.342], [-2.747, 1.746, -2.967], [-2.063, 0.148, -2.781], [-2.041, 1.430, -0.132], [-3.633, 1.680, -0.856], [-4.270, -1.289, 1.007], [-1.136, -4.337, 0.513], [-1.375, -4.535, 1.820], [-0.553, -5.485, 2.674], [-0.863, -5.570, 3.852], [0.533, -6.220, 2.065], [0.773, -6.026, 0.762], [-0.051, -5.072, -0.089], [0.297, -4.995, -1.258], [1.730, -6.626, 0.071], [-2.334, -3.931, 2.504], [-1.702, -3.626, -0.084], [1.112, -6.897, 2.678], [1.643, -6.267, -0.840], [-2.261, -4.257, 3.422], [3.998, 5.336, 1.263], [2.966, 4.654, 0.716], [1.520, 5.145, 0.852], [0.666, 4.480, 0.305], [1.262, 6.356, 1.610], [2.301, 7.008, 2.145], [3.734, 6.537, 1.993], [4.577, 7.248, 2.528], [2.207, 8.125, 2.857], [3.123, 3.553, 0.038], [5.023, 5.005, 1.172], [0.240, 6.690, 1.714], [3.132, 8.347, 3.096], [2.263, 3.175, -0.287]], "lowdin_charge": [-0.045, -0.192, -0.057, -0.465, 0.096, -0.097, -0.284, -0.285, 0.744, -0.446, -0.003, -0.579, 0.044, 0.076, 0.075, 0.050, 0.120, 0.103, 0.124, 0.129, 0.103, 0.072, 0.032, 0.025, -0.093, 0.071, -0.221, -0.316, 0.079, 0.057, -0.236, -0.285, 0.088, 0.098, 0.106, 0.073, 0.126, 0.113, 0.111, 0.057, -0.227, -0.301, 0.122, 0.067, -0.243, -0.328, 0.069, 0.097, 0.125, 0.130, 0.131, 0.111, 0.081], "charge": -1, "multiplicity": 1, "homo_lumo_gap_ha": 0.235}


(5)
{"formula": "C19H20FN3O", "method": "the ωB97M-V functional and the def2-TZVPD basis", "elements": ["C", "N", "C", "C", "N", "C", "N", "O", "C", "H", "H", "C", "C", "C", "C", "C", "C", "C", "H", "H", "H", "H", "H", "H", "H", "H", "H", "C", "C", "C", "C", "C", "C", "C", "H", "H", "F", "H", "H", "H", "H", "H", "H", "H"], "xyz": [[4.898, -1.707, 0.786], [3.498, -1.393, 0.589], [3.289, 0.046, 0.607], [1.847, 0.398, 0.640], [1.046, 0.379, 1.658], [-0.144, 0.801, 1.132], [-0.057, 1.074, -0.138], [1.238, 0.823, -0.473], [-1.353, 0.951, 1.975], [-1.266, 0.241, 2.800], [-1.336, 1.958, 2.401], [-2.666, 0.737, 1.214], [-2.866, 1.753, 0.125], [-2.833, 1.381, -1.211], [-3.010, 2.322, -2.210], [-3.223, 3.650, -1.884], [-3.265, 4.030, -0.554], [-3.090, 3.087, 0.442], [-3.135, 3.391, 1.479], [-3.439, 5.064, -0.292], [-3.360, 4.386, -2.663], [-2.980, 2.018, -3.246], [-2.666, 0.347, -1.468], [-2.678, -0.265, 0.787], [-3.486, 0.808, 1.934], [3.739, 0.542, -0.272], [3.746, 0.439, 1.519], [2.961, -2.008, -0.616], [1.462, -2.140, -0.561], [0.848, -2.535, 0.623], [-0.525, -2.676, 0.691], [-1.275, -2.430, -0.444], [-0.693, -2.042, -1.635], [0.682, -1.898, -1.684], [1.150, -1.581, -2.605], [-1.307, -1.851, -2.501], [-2.619, -2.570, -0.386], [-1.015, -2.970, 1.606], [1.458, -2.704, 1.496], [3.386, -3.015, -0.688], [3.256, -1.455, -1.525], [5.227, -1.280, 1.733], [5.015, -2.788, 0.838], [5.542, -1.319, -0.017]], "lowdin_charge": [-0.092, -0.216, -0.107, -0.340, 0.216, -0.337, 0.172, 0.039, -0.109, 0.119, 0.120, -0.136, -0.252, -0.055, -0.081, -0.098, -0.089, -0.049, 0.111, 0.099, 0.098, 0.100, 0.099, 0.098, 0.121, 0.139, 0.134, -0.152, -0.229, -0.033, -0.003, -0.290, -0.010, -0.034, 0.119, 0.118, 0.046, 0.120, 0.120, 0.130, 0.131, 0.086, 0.086, 0.091], "smiles": "CN(Cc1ccc(F)cc1)Cc1nc(CCc2ccccc2)no1", "multiplicity": 1, "homo_lumo_gap_ha": 0.351}


(6)
{"formula": "C19H20FN3O2", "method": "the ωB97M-V functional and the def2-TZVPD basis", "elements": ["F", "N", "N", "O", "O", "C", "C", "C", "C", "C", "C", "C", "C", "C", "C", "C", "C", "C", "C", "N", "C", "C", "C", "C", "C", "H", "H", "H", "H", "H", "H", "H", "H", "H", "H", "H", "H", "H", "H", "H", "H", "H", "H", "H", "H"], "xyz": [[5.554, 0.430, 2.496], [-3.419, -0.516, -2.746], [-3.215, 0.064, -1.615], [-1.102, -2.203, 1.954], [-0.074, -1.254, 0.069], [-2.261, -0.523, -3.475], [-1.281, 0.110, -2.800], [1.801, 4.680, 1.639], [0.540, 4.240, 2.030], [2.491, 3.978, 0.621], [3.227, 0.482, 2.938], [3.992, -0.395, 0.813], [1.910, 0.335, 2.579], [2.659, -0.500, 0.412], [-0.066, 3.137, 1.438], [1.874, 2.896, 0.012], [4.294, 0.168, 2.058], [1.597, -0.104, 1.258], [0.597, 2.425, 0.436], [-1.905, 0.492, -1.622], [-0.258, -3.331, 2.192], [-1.225, -1.940, 0.566], [-1.448, 1.395, -0.554], [0.185, -0.022, 0.813], [0.024, 1.141, -0.166], [-2.223, -0.936, -4.451], [-0.278, 0.238, -3.176], [2.267, 5.529, 2.156], [0.050, 4.722, 2.880], [3.483, 4.269, 0.322], [3.478, 0.882, 3.937], [4.784, -0.691, 0.151], [1.092, 0.581, 3.253], [2.399, -0.834, -0.591], [-1.019, 2.735, 1.806], [2.369, 2.426, -0.857], [0.746, -3.165, 1.823], [-0.638, -4.218, 1.695], [-0.209, -3.483, 3.246], [-1.314, -2.868, 0.018], [-2.140, -1.362, 0.350], [-2.081, 1.284, 0.310], [-1.573, 2.419, -0.981], [-0.488, 0.142, 1.650], [0.615, 0.963, -1.074]], "lowdin_charge": [0.047, -0.012, 0.031, -0.149, -0.079, -0.158, -0.056, -0.080, -0.087, -0.072, -0.010, -0.003, -0.013, -0.013, -0.044, -0.032, -0.247, -0.171, -0.189, -0.123, -0.077, -0.223, -0.077, -0.248, -0.202, 0.084, 0.118, 0.105, 0.106, 0.098, 0.125, 0.109, 0.123, 0.122, 0.120, 0.121, 0.084, 0.087, 0.081, 0.130, 0.124, 0.118, 0.147, 0.152, 0.134], "smiles": "COCO[C@@H](c1ccc(F)cc1)[C@@H](Cn1ccnn1)c1ccccc1", "multiplicity": 1, "homo_lumo_gap_ha": 0.355}